Density functional theory data (ωB97M-V with the def2-TZVPD basis set) for C9H19NOSi in the gas phase in a non-equilibrium geometry.

Values from the calculation:
* HOMO energy (alpha / beta): -5.28 / -9.20 eV
* HOMO-LUMO gap (alpha / beta): 6.12 / 7.29 eV
* energy: -773.65845 Ha
* energy relative to the best compared isomer or geometry (same formula, charge and spin): 0.000 eV

The geometry in ORCA input format:
```
! wB97M-V def2-TZVPD RIJCOSX def2/J DEFGRID3
* xyz 0 3
C 1.741 -0.265 -0.098
C 3.143 2.475 0.402
C -1.008 -3.334 0.195
C -1.464 1.119 1.838
C -2.225 -0.137 -2.721
C 3.696 1.195 -0.147
C -1.412 -1.967 0.631
C -1.844 0.930 0.332
C 2.878 0.048 0.487
N 0.804 -0.572 -0.826
O -1.657 -0.980 -1.778
Si -0.865 -0.507 -0.489
H 3.781 3.326 0.158
H 2.206 2.651 0.047
H 3.031 2.349 1.407
H -1.591 -4.191 0.563
H -1.133 -3.227 -0.885
H 0.020 -3.493 0.438
H -1.734 2.097 2.073
H -2.078 0.301 2.351
H -0.449 1.165 2.127
H -2.547 -0.506 -3.717
H -1.581 0.755 -2.896
H -3.155 0.324 -2.249
H 4.798 1.083 0.084
H 3.612 1.236 -1.242
H -0.905 -1.785 1.602
H -2.502 -1.977 0.783
H -1.998 1.765 -0.276
H -2.873 0.550 0.373
H 3.309 -0.430 1.432
*
```

Here is what Mulliken gives for the atomic charges, in e:
1 C 0.22
2 C -1.35
3 C -1.17
4 C -1.21
5 C -0.68
6 C -0.23
7 C -0.30
8 C -0.75
9 C -0.58
10 N -0.26
11 O -0.38
12 Si 0.34
13 H 0.33
14 H 0.40
15 H 0.44
16 H 0.33
17 H 0.26
18 H 0.28
19 H 0.41
20 H 0.27
21 H 0.28
22 H 0.25
23 H 0.27
24 H 0.26
25 H 0.31
26 H 0.29
27 H 0.25
28 H 0.37
29 H 0.69
30 H 0.36
31 H 0.32